Entry a
16
Properties=species:S:1:pos:R:3:mulliken_charge:R:1 method="wB97M-V/def2-TZVPD" orbital_gap_ha=0.382 lumo_energy_ev=0.98 e_homo_ev=-9.4
C 0.57378 -1.17880 -2.49974 -0.66
C 0.44182 -1.22015 -1.17301 -0.26
C -0.53584 -0.32464 -0.39982 -0.42
C 0.00269 -0.18677 1.02138 -0.50
C -0.40767 1.14118 1.69650 -0.63
O -0.15619 2.25888 0.87060 -0.52
H 1.30762 -1.80639 -2.99103 0.26
H -0.07241 -0.52864 -3.07996 0.25
H 0.64906 -2.20014 -0.74500 0.27
H -0.54220 0.63683 -0.90296 0.29
H -1.56092 -0.70204 -0.38363 0.32
H 1.08577 -0.04177 0.98081 0.30
H -0.16305 -0.99422 1.74276 0.36
H -1.41908 1.12250 2.12207 0.29
H 0.21578 1.24936 2.59402 0.36
H 0.58084 2.77483 1.14701 0.30

Entry b
16
Properties=species:S:1:pos:R:3:mulliken_charge:R:1 method="wB97M-V/def2-TZVPD" orbital_gap_ha=0.343 lumo_energy_ev=0.92 e_homo_ev=-8.4
C -0.27308 0.73281 1.93295 -0.96
C -0.00856 1.34564 0.55310 -0.64
C 0.88659 0.55301 -0.37221 -0.36
C 0.55282 -0.55053 -1.04297 0.65
C -0.74861 -1.29470 -0.95626 -1.26
O 1.48041 -1.11554 -1.88736 -0.54
H -0.83521 1.43376 2.56114 0.31
H -0.86150 -0.18824 1.85888 0.28
H 0.66132 0.48747 2.44720 0.29
H -0.97162 1.54378 0.06373 0.28
H 0.45249 2.32941 0.69725 0.32
H 1.88933 0.93461 -0.55397 0.38
H -0.55327 -2.35657 -0.75982 0.35
H -1.31408 -1.22863 -1.89507 0.35
H -1.38145 -0.91590 -0.15214 0.26
H 1.02442 -1.71038 -2.49445 0.31

Entry c
16
Properties=species:S:1:pos:R:3:mulliken_charge:R:1 method="wB97M-V/def2-TZVPD" orbital_gap_ha=0.324 lumo_energy_ev=0.05 e_homo_ev=-8.8
C 2.21930 -0.09484 -0.35123 -1.12
C 1.01001 -0.73183 0.39721 -0.41
C -0.29423 -0.46125 -0.32733 -0.32
C -2.24526 0.10230 0.53558 -1.04
C -0.70491 0.90256 -0.43401 0.17
O -0.22878 1.81359 0.24824 -0.67
H 2.08718 0.98631 -0.43678 0.34
H 3.13376 -0.27969 0.23018 0.34
H 2.38948 -0.51268 -1.35285 0.31
H 1.21281 -1.80290 0.50137 0.36
H 0.96332 -0.25519 1.37784 0.23
H -0.52214 -1.14152 -1.15542 0.38
H -2.08461 -0.11928 1.58637 0.34
H -2.67600 1.12140 0.49067 0.36
H -2.91953 -0.57438 0.01887 0.36
H -1.34040 1.04741 -1.32872 0.39

Which one sits at the bottom of the stability order? entry c does.

Entry a
16
Properties=species:S:1:pos:R:3:mulliken_charge:R:1 method="wB97M-V/def2-TZVPD" orbital_gap_ha=0.459 lumo_energy_ev=1.13 e_homo_ev=-11.4
C -0.25208 1.41622 -0.46634 -1.37
C 0.16244 -0.04440 -0.28959 0.99
C 1.64269 -0.24208 -0.63384 -1.52
C -0.12840 -0.52707 1.13915 -1.43
C -2.86798 -1.05616 0.68460 0.06
O -2.54361 -1.47796 -0.31958 -0.13
H -0.01224 1.79074 -1.46855 0.37
H 0.26849 2.05214 0.25985 0.33
H -1.33027 1.54223 -0.31112 0.32
H -0.41651 -0.64524 -1.00546 0.20
H 1.93369 -1.29798 -0.58194 0.36
H 1.86151 0.11395 -1.64747 0.38
H 2.28809 0.31464 0.05684 0.34
H 0.09225 -1.59726 1.24170 0.38
H 0.46439 0.02832 1.86985 0.39
H -1.16247 -0.37009 1.47190 0.33

Entry b
16
Properties=species:S:1:pos:R:3:mulliken_charge:R:1 method="wB97M-V/def2-TZVPD" orbital_gap_ha=0.315 lumo_energy_ev=0.99 e_homo_ev=-7.6
C 1.26213 1.28496 -0.55076 -1.21
C -0.09336 1.23252 0.13086 -0.21
C -0.75766 -0.11512 0.05518 0.38
O -2.11594 0.09742 0.39140 -0.55
C -0.51996 -1.56739 -0.18396 -0.62
C 0.59782 -1.21401 0.68056 -0.88
H 1.31906 0.46971 -1.27622 0.30
H 2.08608 1.16230 0.15420 0.30
H 1.38207 2.22578 -1.08665 0.33
H -0.00990 1.40753 1.21596 0.22
H -0.77300 2.01948 -0.21547 0.38
H -2.60248 -0.38450 -0.30193 0.35
H -1.29768 -1.98600 0.45624 0.34
H -0.42637 -2.08937 -1.13198 0.27
H 1.56039 -1.16971 0.15448 0.28
H 0.71987 -1.39693 1.73653 0.32

Which one sits at the bottom of the stability order? entry b does.

Entry a
16
Properties=species:S:1:pos:R:3:mulliken_charge:R:1 method="wB97M-V/def2-TZVPD" orbital_gap_ha=0.397 lumo_energy_ev=0.95 e_homo_ev=-9.9
C 1.45266 -0.89733 -0.13790 -1.45
C 0.39179 -0.15850 0.66150 0.28
C 0.28222 1.35564 0.34868 -0.60
C -1.00769 1.08575 -0.46016 -0.79
C -1.05295 -0.33749 0.10596 0.03
O -1.26198 -1.30552 -0.89718 -0.57
H 1.36681 -1.98214 -0.00209 0.34
H 1.35490 -0.69197 -1.20916 0.32
H 2.45614 -0.59841 0.18434 0.40
H 0.49563 -0.39028 1.72819 0.31
H 0.11354 1.97084 1.23740 0.26
H 1.12077 1.78401 -0.21090 0.30
H -1.87204 1.72114 -0.25014 0.31
H -0.83547 1.05312 -1.53964 0.24
H -1.79530 -0.44858 0.91028 0.28
H -1.18527 -2.17803 -0.49152 0.33

Entry b
16
Properties=species:S:1:pos:R:3:mulliken_charge:R:1 method="wB97M-V/def2-TZVPD" orbital_gap_ha=0.391 lumo_energy_ev=1.06 e_homo_ev=-9.6
C 2.03001 0.00359 0.12666 -0.78
O 0.88189 -0.27678 0.89255 -0.42
C -0.31371 -0.00236 0.21465 1.15
C -0.57984 1.46870 -0.01760 -1.46
C -0.72306 -1.07593 -0.75675 -0.72
C -1.42760 -0.92801 0.57160 -0.73
H 2.85444 -0.52714 0.60518 0.26
H 1.93360 -0.35028 -0.91191 0.35
H 2.25200 1.07987 0.10747 0.27
H -1.59028 1.62801 -0.40555 0.40
H -0.48635 2.01789 0.92791 0.33
H 0.12793 1.90329 -0.73272 0.32
H -1.25513 -0.84054 -1.67300 0.25
H -0.02755 -1.91091 -0.84849 0.29
H -1.24316 -1.67299 1.33998 0.25
H -2.43318 -0.51639 0.56002 0.24

Entry c
16
Properties=species:S:1:pos:R:3:mulliken_charge:R:1 method="wB97M-V/def2-TZVPD" orbital_gap_ha=0.317 lumo_energy_ev=1.12 e_homo_ev=-7.5
C -2.04350 0.16576 0.05067 -1.38
C -0.76482 -0.57959 -0.25464 0.15
O 0.09275 0.18590 -1.10708 -0.33
C 0.49871 -0.38372 0.45925 0.23
C 1.63858 -0.57853 -1.18046 -0.58
C 0.65500 0.80098 1.35991 -1.11
H -2.69527 0.18292 -0.82945 0.34
H -1.85018 1.19686 0.35129 0.30
H -2.58102 -0.34064 0.86078 0.33
H -0.95508 -1.58707 -0.64478 0.33
H 1.52390 -1.65505 -1.27643 0.28
H 1.77845 -0.11050 -2.16521 0.26
H 2.50362 -0.33568 -0.55972 0.26
H 0.40422 0.46254 2.37411 0.31
H 0.02719 1.67084 1.12429 0.30
H 1.70105 1.13147 1.38681 0.32

Which one sits at the bottom of the stability order? entry c does.

Entry a
16
Properties=species:S:1:pos:R:3:mulliken_charge:R:1 method="wB97M-V/def2-TZVPD" orbital_gap_ha=0.329 lumo_energy_ev=0.49 e_homo_ev=-8.5
C -0.04843 2.77353 -0.43819 -0.69
O -0.74468 1.55661 -0.39194 -0.24
C -0.06298 0.58433 0.34393 -0.09
C -0.86215 -0.61110 0.63461 -0.72
C 0.01904 -1.78671 0.79273 -0.17
C -0.04352 -2.20784 -0.70979 -1.07
H 0.96526 2.65365 -0.85494 0.30
H -0.61792 3.44701 -1.08222 0.24
H 0.04147 3.22167 0.56427 0.29
H 0.96042 0.42854 -0.06262 0.26
H 0.08935 0.90588 1.40707 0.27
H -1.00925 -1.91977 -1.14821 0.35
H -0.40940 -2.57237 1.42152 0.35
H 1.07267 -1.61591 1.07207 0.25
H 0.74831 -1.71272 -1.27918 0.29
H 0.05608 -3.29179 -0.80197 0.36

Entry b
16
Properties=species:S:1:pos:R:3:mulliken_charge:R:1 method="wB97M-V/def2-TZVPD" orbital_gap_ha=0.384 lumo_energy_ev=0.95 e_homo_ev=-9.5
C 1.29940 -0.98192 0.28672 -1.32
C 0.31807 0.17118 0.41532 0.40
C 0.60454 1.50928 -0.32359 -0.71
C -0.83086 1.51762 -0.91060 -0.41
C -0.97107 0.08308 -0.40465 0.26
O -1.73414 -0.81464 -0.64830 -0.55
H 0.87530 -1.89897 0.70749 0.28
H 1.53709 -1.17432 -0.76570 0.33
H 2.23467 -0.76098 0.81209 0.36
H 0.06501 0.35022 1.46930 0.28
H 0.86953 2.35917 0.30920 0.29
H 1.37022 1.39004 -1.09638 0.27
H -1.51541 2.19792 -0.39200 0.23
H -0.94895 1.65378 -1.98926 0.29
H -1.54205 -3.04631 1.54229 0.24
H -1.63138 -2.55515 0.98806 -0.25

Which one sits at the bottom of the stability order? entry a does.

Entry a
16
Properties=species:S:1:pos:R:3:mulliken_charge:R:1 method="wB97M-V/def2-TZVPD" orbital_gap_ha=0.337 lumo_energy_ev=0.75 e_homo_ev=-8.4
C -1.33629 -1.18638 1.02751 -1.10
C -0.01138 -0.41758 1.24026 -0.19
C -0.23892 0.92358 0.62015 -0.65
O 1.36827 1.69345 -0.00943 -0.40
C 0.26757 1.12045 -0.77527 0.39
C 0.76499 0.02068 -1.69098 -1.34
H -2.19043 -0.62334 1.42115 0.34
H -1.29276 -2.15159 1.54432 0.33
H -1.51773 -1.37872 -0.03739 0.28
H 0.16864 -0.31766 2.31822 0.31
H 0.81573 -1.00087 0.81219 0.21
H 0.80773 2.18835 0.68400 0.49
H -0.26351 1.89310 -1.34849 0.32
H 1.36379 -0.72168 -1.15637 0.31
H 1.38367 0.44353 -2.49117 0.37
H -0.08937 -0.48533 -2.15870 0.31

Entry b
16
Properties=species:S:1:pos:R:3:mulliken_charge:R:1 method="wB97M-V/def2-TZVPD" orbital_gap_ha=0.317 lumo_energy_ev=1.09 e_homo_ev=-7.5
C -1.23293 0.73572 1.99435 -0.63
O -0.70729 1.13301 0.75021 -0.14
C -0.68833 0.19718 -0.15924 -0.34
C 0.63012 -1.51508 -0.34204 -1.01
C -0.02832 0.76825 -1.38766 -0.27
C 1.21259 0.04125 -1.10451 -0.72
H -1.34069 1.60774 2.61669 0.28
H -2.19463 0.27785 1.84340 0.33
H -0.58551 0.04382 2.51210 0.29
H 0.14985 -2.09290 -1.13903 0.28
H 1.65756 -1.84614 -0.21964 0.39
H 0.10965 -1.75723 0.59813 0.34
H -0.53655 0.41285 -2.28413 0.21
H 0.02237 1.85287 -1.38273 0.30
H 1.88976 0.49855 -0.39019 0.30
H 1.72481 -0.39842 -1.93697 0.38

Which one sits at the bottom of the stability order? entry b does.

Entry a
16
Properties=species:S:1:pos:R:3:mulliken_charge:R:1 method="wB97M-V/def2-TZVPD" orbital_gap_ha=0.396 lumo_energy_ev=1.22 e_homo_ev=-9.6
C -1.41079 1.46378 -0.81742 -1.38
C -0.70631 0.24469 -0.21448 0.38
C 0.70554 0.04737 -0.68149 -0.75
C 1.13752 -1.21048 0.04031 -0.62
C 0.53515 -0.86538 1.44074 -0.46
O -0.25481 0.33766 1.27631 -0.49
H -1.96803 1.97430 -0.03585 0.32
H -2.13238 1.18034 -1.60333 0.32
H -0.71244 2.17411 -1.28214 0.31
H -1.37444 -0.61864 -0.18998 0.39
H 1.06466 0.31934 -1.67455 0.42
H 0.98355 0.81457 0.06615 0.36
H 2.22473 -1.32070 0.03445 0.30
H 0.70295 -2.14001 -0.34993 0.26
H 1.34041 -0.75185 2.18559 0.30
H -0.13531 -1.64912 1.80561 0.34

Entry b
16
Properties=species:S:1:pos:R:3:mulliken_charge:R:1 method="wB97M-V/def2-TZVPD" orbital_gap_ha=0.330 lumo_energy_ev=0.82 e_homo_ev=-8.2
C 2.46599 0.30989 0.21665 -1.00
C 1.19217 0.31657 -0.62432 -0.73
C 0.03661 -0.28753 -0.26296 0.65
O 0.25014 -1.53395 0.25364 -0.53
C -1.37769 0.13164 -0.53095 -0.31
C -2.34285 -0.02159 0.65683 -1.11
H 3.35383 0.46828 -0.39848 0.31
H 2.40669 1.16236 0.91460 0.23
H 2.64480 -0.57716 0.83655 0.34
H 1.16577 1.03059 -1.42894 0.31
H 1.10858 -1.50213 -0.26211 0.37
H -1.74795 -0.48537 -1.35525 0.25
H -1.35793 1.17260 -0.86910 0.28
H -2.15435 0.71679 1.44333 0.31
H -3.37464 0.11899 0.31239 0.32
H -2.26919 -1.01997 1.09812 0.31

Which one sits at the bottom of the stability order? entry b does.